1.
Computed, not measured: 2 unconnected molecules or ions with the total composition C9H14O, with ωB97M-V with the def2-TZVPD basis set.

Summary:
Net charge: +1
Expectation value of S²: 0.766
Spin multiplicity: 2
Orbital gap (spin up / spin down) in eV: 9.761 / 6.837
LUMO level (spin up / spin down) in Eh: -0.1599 / -0.2812

Positions of all 24 atoms, in Å:
C1 -0.778 -1.245 -3.061
C2 -1.023 1.755 -0.004
C3 -0.163 0.639 0.158
C4 -1.848 1.793 -1.109
C5 -0.059 -0.351 -0.858
C6 -1.858 0.826 -2.083
C7 -0.885 -0.389 -1.903
O1 -1.057 2.758 0.855
H1 -0.197 3.227 1.165
H2 0.388 0.564 1.029
H3 -2.482 2.761 -1.159
H4 0.640 -1.088 -0.630
H5 -2.343 0.772 -3.023
H6 -1.760 -1.492 -3.505
H7 -0.260 -2.214 -2.851
H8 -0.072 -0.877 -3.898
C8 1.887 -1.281 1.943
C9 1.513 -0.503 3.202
H9 1.831 -0.849 1.005
H10 2.948 -1.630 1.801
H11 1.372 -2.227 2.032
H12 2.323 0.132 3.557
H13 0.563 0.125 3.310
H14 1.319 -1.209 4.028

Atoms 1-3, force components in eV/Å:
1.152 -2.271 -1.740
1.434 -0.429 0.686
-0.725 -0.791 -2.702

2.
Computed, not measured: a molecular structure, C12H24ClGaO8, with ωB97M-V with the def2-TZVPD basis set.

Summary:
Net charge: -2
Orbital gap in eV: 3.726
LUMO level in Eh: 0.1490

Positions of all 46 atoms, in Å:
O1 -0.438 1.127 -1.019
C1 0.394 0.339 -1.562
O2 1.601 0.217 -1.193
Ga1 -0.310 -0.905 -3.050
C2 1.311 -1.841 -3.907
C3 2.346 -0.866 -4.510
C4 1.806 -0.333 -5.829
Cl1 2.664 1.155 -6.453
H1 -1.330 -2.044 -2.445
H2 -1.112 -0.102 -4.244
H3 1.006 -2.568 -4.685
H4 1.807 -2.421 -3.109
H5 3.317 -1.359 -4.711
H6 2.546 -0.040 -3.808
H7 1.934 -1.051 -6.647
H8 0.748 -0.054 -5.735
C5 0.737 2.687 1.403
C6 -0.497 3.458 1.755
O3 -0.447 4.065 3.097
C7 0.201 5.197 3.207
O4 0.636 5.907 2.332
O5 0.189 5.566 4.516
C8 0.821 6.814 4.768
H9 0.946 1.925 2.157
H10 0.527 2.169 0.452
H11 1.609 3.335 1.293
H12 -1.362 2.803 1.828
H13 -0.711 4.250 1.040
H14 0.391 7.604 4.152
H15 1.891 6.760 4.560
H16 0.653 7.018 5.823
C9 -1.532 -6.181 2.251
C10 -1.998 -5.609 0.926
O6 -2.550 -4.299 1.062
C11 -1.621 -3.308 1.155
O7 -0.433 -3.501 1.148
O8 -2.259 -2.164 1.238
C12 -1.441 -0.971 1.098
H17 -2.349 -6.177 2.975
H18 -1.196 -7.211 2.113
H19 -0.703 -5.594 2.643
H20 -2.815 -6.202 0.514
H21 -1.181 -5.581 0.204
H22 -0.935 -0.938 0.138
H23 -0.715 -0.928 1.909
H24 -2.145 -0.148 1.154

Atoms 1-3, force components in eV/Å:
-0.247 0.325 0.242
0.442 -0.335 -0.025
-0.309 0.105 -0.143

3.
Computed, not measured: 2 unconnected molecules or ions with the total composition CO4S, with ωB97M-V with the def2-TZVPD basis set.

Summary:
Expectation value of S²: 2.013
Spin multiplicity: 3
Orbital gap (spin up / spin down) in eV: 9.177 / 7.646
LUMO level (spin up / spin down) in Eh: 0.0228 / -0.1671

Positions of all 6 atoms, in Å:
C1 -1.911 -0.183 0.002
O1 -0.986 -0.702 0.475
O2 2.363 -0.761 -0.620
O3 1.057 1.083 0.317
O4 -2.770 0.302 -0.557
S1 2.247 0.261 0.385

Atoms 1-3, force components in eV/Å:
2.516 -1.376 0.623
-0.314 -0.057 0.381
1.052 -2.507 -1.825

4.
Computed, not measured: a molecular structure, C15H9Br2N3O5Pd, with ωB97M-V with the def2-TZVPD basis set.

Summary:
Net charge: +2
Orbital gap in eV: 3.585
LUMO level in Eh: -0.4118

Positions of all 35 atoms, in Å:
Pd1 -0.927 0.003 -0.530
Br1 2.482 2.559 2.367
C1 0.876 1.792 2.958
C2 0.539 1.743 4.301
C3 -0.635 1.137 4.724
Br2 -1.058 1.151 6.554
C4 -1.513 0.497 3.787
C5 -2.671 -0.219 4.142
C6 -3.425 -0.824 3.160
C7 -3.034 -0.703 1.821
N1 -1.955 -0.027 1.466
C8 -1.185 0.559 2.414
C9 0.022 1.236 1.951
O1 0.306 1.311 0.726
H1 1.212 2.182 5.025
H2 -2.948 -0.309 5.183
H3 -4.306 -1.392 3.414
H4 -3.610 -1.169 1.025
C10 -0.134 1.909 -3.839
C11 0.525 0.638 -3.494
N2 0.222 -0.088 -2.422
C12 1.066 -1.166 -2.396
C13 1.892 -1.093 -3.498
N3 1.525 0.046 -4.164
C14 3.019 -1.945 -4.027
O2 3.388 -2.966 -3.343
O3 3.500 -1.578 -5.071
C15 0.995 -2.167 -1.256
O4 1.774 -3.102 -1.276
O5 0.110 -1.903 -0.392
H5 -0.851 2.173 -3.057
H6 -0.657 1.835 -4.792
H7 0.600 2.708 -3.932
H8 1.968 0.351 -5.027
H9 2.885 -3.180 -2.501

Atoms 1-3, force components in eV/Å:
1.070 -1.764 -2.068
-1.091 -0.469 0.553
2.257 1.062 1.456

5.
Computed, not measured: C17H16N2O7 in the gas phase, with ωB97M-V with the def2-TZVPD basis set.

Summary:
SMILES string: COc1ccc(/C=C/C(=O)Oc2cc(C)[nH]c(=O)c2[N+](=O)[O-])cc1OC
Orbital gap in eV: 7.592
LUMO level in Eh: -0.0191

Positions of all 42 atoms, in Å:
C1 3.680 4.588 -4.737
H1 3.612 5.407 -4.013
O1 3.831 3.344 -4.099
C2 2.853 2.914 -3.269
C3 1.683 3.604 -2.981
C4 0.742 3.078 -2.116
C5 0.946 1.838 -1.513
C6 2.130 1.138 -1.804
C7 3.077 1.650 -2.664
O2 4.243 1.043 -3.001
C8 4.523 -0.219 -2.440
H2 4.589 -0.168 -1.348
H3 3.771 -0.961 -2.723
H4 5.489 -0.510 -2.847
H5 2.278 0.180 -1.332
C9 0.013 1.223 -0.608
C10 -1.176 1.714 -0.201
C11 -2.042 1.014 0.726
O3 -3.075 1.437 1.184
O4 -1.532 -0.234 1.013
C12 -2.005 -1.121 1.905
C13 -1.383 -2.362 1.919
C14 -1.786 -3.413 2.832
O5 -1.283 -4.501 2.975
N1 -2.863 -3.041 3.648
C15 -3.497 -1.852 3.637
C16 -3.085 -0.871 2.782
H6 -3.581 0.083 2.753
C17 -4.635 -1.680 4.584
H7 -5.072 -0.692 4.481
H8 -5.403 -2.427 4.389
H9 -4.294 -1.810 5.611
H10 -3.171 -3.766 4.287
N2 -0.313 -2.657 1.009
O6 0.502 -1.781 0.786
O7 -0.292 -3.754 0.505
H11 -1.559 2.669 -0.525
H12 0.324 0.261 -0.218
H13 -0.155 3.640 -1.914
H14 1.497 4.566 -3.432
H15 2.800 4.603 -5.388
H16 4.576 4.717 -5.342

Atoms 1-3, force components in eV/Å:
-0.052 0.246 -0.112
-0.010 -0.041 -0.025
-0.045 -0.350 0.230